Entry one
One molecule with the formula C5H11N3O, computed with ωB97M-V/def2-TZVPD.

Last columns: bonded neighbours and bond lengths (Å).
Geometry (Å):
1 C 1.4144 0.1834 -0.7006  C2 1.330, N7 1.433, H10 1.109
2 C 0.4957 -0.5138 -0.0385  C1 1.330, C5 1.519, H17 1.080
3 C -1.4192 0.7405 0.8129  C5 1.550, H11 1.118, H12 1.081, H13 1.038
4 C -1.6299 -1.6895 -0.1676  C5 1.502, H14 1.093, H15 1.112, H16 1.152
5 C -0.9993 -0.3274 -0.2287  C2 1.519, C3 1.550, C4 1.502, O9 1.423
6 N 2.9256 -1.0946 0.3083  N7 1.149
7 N 2.7445 -0.1089 -0.2539  C1 1.433, N6 1.149, N8 1.575
8 N 3.8474 0.9680 -0.5771  N7 1.575, H18 0.982, H19 1.009
9 O -1.3463 0.2330 -1.4896  C5 1.423, H20 0.940
10 H 1.2709 0.9956 -1.4419  C1 1.109
11 H -1.3846 1.7034 0.2460  C3 1.118
12 H -2.3733 0.6230 1.3068  C3 1.081
13 H -0.6096 0.9275 1.4350  C3 1.038
14 H -2.6898 -1.5964 -0.4196  C4 1.093
15 H -1.5706 -2.0862 0.8698  C4 1.112
16 H -1.1799 -2.5558 -0.7790  C4 1.152
17 H 0.6152 -1.2360 0.7560  C2 1.080
18 H 3.5641 1.8292 -0.1999  N8 0.982
19 H 4.7912 0.8109 -0.2557  N8 1.009
20 H -1.5640 -0.3520 -2.1919  O9 0.940

* charge: 0

=====

Entry two
One molecule with the formula C5H11N3O, computed with ωB97M-V/def2-TZVPD.

Last columns: bonded neighbours and bond lengths (Å).
Geometry (Å):
1 C 0.8377 0.9497 -0.8573  C4 1.819, N6 1.425, N8 1.386, H10 1.088
2 C -1.9148 0.5777 -1.2669  C4 1.493, H15 1.093, H16 1.091, H17 1.085
3 C 0.7045 -0.8283 1.7166  C5 1.503, H18 1.091, H19 1.090, H20 1.086
4 C -0.8762 0.9125 -0.2480  C1 1.819, C2 1.493, O9 1.206
5 C 0.3164 -1.1003 0.2897  C3 1.503, N7 1.395, N8 1.312
6 N 1.6568 1.6334 0.0872  C1 1.425, H11 1.011, H12 1.018
7 N -0.2420 -2.3567 0.0569  C5 1.395, H13 1.009, H14 1.010
8 N 0.6663 -0.4236 -0.7783  C1 1.386, C5 1.312
9 O -0.9996 1.4989 0.7982  C4 1.206
10 H 0.9507 1.2696 -1.8915  C1 1.088
11 H 2.0329 2.4834 -0.3112  N6 1.011
12 H 1.1190 1.8768 0.9169  N6 1.018
13 H 0.0663 -3.0921 0.6746  N7 1.009
14 H -0.2006 -2.6444 -0.9099  N7 1.010
15 H -2.6900 -0.0363 -0.8010  C2 1.093
16 H -2.3421 1.5125 -1.6329  C2 1.091
17 H -1.4856 0.0382 -2.1044  C2 1.085
18 H -0.0567 -0.2171 2.2040  C3 1.091
19 H 0.8049 -1.7536 2.2846  C3 1.090
20 H 1.6521 -0.3004 1.7727  C3 1.086

* charge: 0
* SMILES string: CC(=O)[C@@H](N)/N=C(\C)N

=====

Most stable of them? entry two.